35
Properties=species:S:1:pos:R:3:nbo_charge:R:1 method="wB97M-V/def2-TZVPD" orbital_gap_ev=3.42 total_energy_ha=-1406.38754 total_charge=-2 spin_multiplicity=1 e_lumo_ev=4.727 e_above_lowest_ev=0.298 e_homo_ha=0.0480
K 0.492 -1.615 -0.760 0.8749
C -3.206 -0.666 2.508 -0.6159
C -1.799 -0.992 3.011 0.1226
C -1.795 -1.174 4.516 -0.6087
O -0.925 0.087 2.693 -0.7540
C -1.342 -2.288 2.287 0.7610
O -1.716 -3.366 2.773 -0.7431
O -0.612 -2.098 1.260 -0.8594
H -3.550 0.270 2.957 0.1872
H -3.900 -1.471 2.766 0.2044
H -3.193 -0.547 1.423 0.2137
H -2.143 -0.255 5.002 0.1812
H -0.783 -1.392 4.864 0.2086
H -2.442 -2.006 4.793 0.2181
H -0.464 -0.223 1.896 0.4958
C 2.567 -0.205 -4.651 -0.6610
C 1.595 -0.972 -3.811 0.1272
O 1.141 -0.351 -2.644 -0.6581
C 1.054 -2.150 -4.224 -0.0424
C -0.059 -2.836 -3.558 -0.3764
C -0.513 -4.070 -3.965 -0.1932
C 0.028 -4.754 -5.071 -0.4702
C 1.017 -4.066 -5.807 -0.2026
C 1.500 -2.831 -5.445 -0.3580
H 2.658 0.809 -4.255 0.2137
H 2.231 -0.140 -5.700 0.1735
H 3.579 -0.633 -4.673 0.1797
H -0.580 -2.326 -2.762 0.1626
H -1.339 -4.518 -3.420 0.1775
H -0.342 -5.724 -5.377 0.1719
H 1.421 -4.529 -6.704 0.1678
H 2.270 -2.369 -6.052 0.1779
C 2.191 0.147 -1.696 -0.6939
H 3.137 -0.302 -2.028 0.1113
H 2.313 1.216 -1.908 0.1064